[1]
{
  "formula": "CuFI2",
  "method": "the ωB97M-V functional and the def2-TZVPD basis",
  "species": ["Cu", "I", "I", "F"],
  "xyz": [[0.379573, 0.319200, -0.505967], [-1.854907, 0.098000, 1.330870], [2.630893, -0.051253, 1.236887], [-1.155558, -0.365948, -2.061789]],
  "forces_ev_per_a": [[-1.273, -1.338, 0.041], [0.730, 0.130, -0.569], [-1.160, 0.330, -1.001], [1.703, 0.878, 1.528]],
  "nbo_charge": [0.93, -0.34, -0.75, -0.85],
  "relative_energy_kcal_mol": 0.00,
  "total_charge": -1,
  "energy_ha": -2335.82099,
  "spin_multiplicity": 2,
  "max_force_ev_per_a": 2.45,
  "homo_lumo_gap_ev": [8.440, 5.505]
}

***

[2]
{
  "formula": "CuH14O7",
  "method": "the ωB97M-V functional and the def2-TZVPD basis",
  "species": ["Cu", "O", "H", "H", "O", "H", "H", "O", "H", "H", "O", "H", "H", "O", "H", "H", "O", "H", "H", "O", "H", "H"],
  "xyz": [[-0.044080, 0.416893, -0.084961], [-0.439227, -2.253562, -0.840021], [-1.123796, -2.063127, -1.492762], [-0.547399, -3.195788, -0.650397], [0.493816, -0.043585, -2.350300], [0.815524, -0.946164, -2.477232], [1.020163, 0.503539, -2.944722], [-0.190267, 2.479101, -1.032617], [-0.631629, 2.698305, -1.860931], [0.567400, 3.072131, -0.977443], [0.088194, 1.526085, 2.431743], [0.136423, 0.555617, 2.437779], [0.974295, 1.816990, 2.672041], [2.143017, -0.037771, 0.277763], [2.644441, 0.233661, 1.055564], [2.731870, 0.111710, -0.470717], [-2.334282, 0.160862, 0.108220], [-3.024953, -0.254000, -0.420237], [-2.564841, -0.035774, 1.023454], [0.003837, -1.290571, 1.953284], [-0.744488, -1.603064, 2.476157], [0.025980, -1.851487, 1.166335]],
  "forces_ev_per_a": [[-0.076, 0.293, -0.121], [-0.027, -0.335, -0.006], [-0.009, 0.078, 0.097], [0.096, 0.041, -0.132], [0.166, -0.233, 0.004], [-0.057, 0.038, 0.049], [-0.108, 0.040, 0.019], [0.172, -0.018, 0.005], [-0.077, -0.047, 0.081], [-0.103, 0.049, 0.085], [0.094, -0.297, -0.356], [0.051, 0.131, 0.134], [-0.103, 0.110, 0.105], [-0.080, 0.104, -0.083], [-0.081, -0.082, 0.021], [-0.045, -0.033, 0.017], [0.234, -0.075, 0.101], [0.047, 0.086, -0.054], [-0.023, 0.138, -0.019], [-0.172, 0.015, 0.098], [0.103, -0.085, 0.015], [0.000, 0.082, -0.060]],
  "nbo_charge": [0.91, -0.97, 0.49, 0.49, -0.98, 0.50, 0.49, -0.97, 0.50, 0.49, -0.96, 0.49, 0.47, -0.97, 0.50, 0.49, -0.97, 0.49, 0.49, -0.98, 0.49, 0.50],
  "relative_energy_kcal_mol": 0.00,
  "total_charge": 1,
  "energy_ha": -2175.34710,
  "spin_multiplicity": 1,
  "max_force_ev_per_a": 0.47,
  "homo_lumo_gap_ev": 8.746
}

***

[3]
{
  "formula": "CuI",
  "method": "the ωB97M-V functional and the def2-TZVPD basis",
  "species": ["Cu", "I"],
  "xyz": [[0.752172, 0.189244, 0.750297], [-0.752172, -0.189244, -0.750297]],
  "forces_ev_per_a": [[2.779, 0.703, 2.770], [-2.779, -0.703, -2.770]],
  "nbo_charge": [0.82, 0.18],
  "relative_energy_kcal_mol": 10.65,
  "total_charge": 1,
  "energy_ha": -1937.82505,
  "spin_multiplicity": 2,
  "max_force_ev_per_a": 3.99,
  "homo_lumo_gap_ev": [9.910, 6.612]
}

***

[4]
{
  "formula": "F10N5O20S10Y",
  "method": "the ωB97M-V functional and the def2-TZVPD basis",
  "species": ["Y", "N", "S", "O", "O", "F", "S", "O", "O", "F", "N", "S", "O", "O", "F", "S", "O", "O", "F", "N", "S", "O", "O", "F", "S", "O", "O", "F", "N", "S", "O", "O", "F", "S", "O", "O", "F", "N", "S", "O", "O", "F", "S", "O", "O", "F"],
  "xyz": [[-0.023994, -0.832767, 0.146283], [-1.099717, -0.174991, 4.148644], [-1.612672, 0.948307, 5.114586], [-0.771205, 1.351609, 6.236848], [-3.008020, 1.013082, 5.364687], [-1.414670, 2.222005, 4.084992], [-1.269303, -1.391495, 5.384732], [-2.217779, -1.363720, 6.454852], [0.000233, -2.134311, 5.602348], [-1.995909, -2.482599, 4.400315], [0.212054, -4.973740, -0.011130], [1.550732, -6.076996, 0.483817], [1.816552, -7.416001, -0.120633], [1.761460, -5.999507, 1.913529], [2.781111, -5.217367, 0.098752], [-0.611713, -6.168398, -0.628089], [-0.953058, -7.427840, 0.003695], [-0.443248, -6.078219, -2.026409], [-2.027728, -5.373691, -0.510306], [-0.922750, 5.761124, -3.165943], [0.455256, 5.412286, -2.077893], [1.656199, 6.198284, -2.063810], [0.543314, 3.993246, -1.694587], [-0.203336, 5.961861, -0.749542], [0.199242, 5.708752, -4.297955], [0.730272, 4.367026, -4.583635], [0.950047, 6.848900, -4.719326], [-0.980752, 5.887098, -5.397555], [3.992418, -0.083757, 0.755652], [4.999440, -0.113430, 2.081334], [6.359183, 0.369020, 2.093577], [4.775054, -1.285475, 2.941875], [4.148984, 0.948151, 2.856934], [4.981797, 0.453471, -0.266284], [6.109118, -0.389324, -0.601699], [5.119582, 1.924792, -0.429188], [3.912278, 0.199449, -1.476596], [-3.284332, 0.471010, -2.142409], [-4.930317, 0.990493, -2.025963], [-6.038905, 0.107936, -2.212870], [-4.974702, 2.391143, -2.454927], [-4.797459, 1.043642, -0.455949], [-3.586116, 0.215992, -3.691100], [-3.537376, 1.357919, -4.571371], [-4.350993, -0.879519, -4.226294], [-1.998272, -0.283450, -3.565989]],
  "forces_ev_per_a": [[0.129, -0.022, 0.158], [-0.273, -2.214, 2.570], [-0.023, 6.879, 1.089], [-0.427, -1.415, -1.596], [-0.568, -0.534, -0.364], [0.223, -1.156, 0.140], [2.910, -6.598, -1.590], [0.674, 1.277, -0.540], [-2.430, 2.817, -0.385], [0.081, 0.851, -0.128], [3.748, -2.848, 2.265], [2.933, -1.386, 3.112], [-1.522, 3.874, 0.443], [-1.765, -0.337, -0.872], [0.336, 0.972, -1.865], [-5.876, -0.066, -1.797], [1.309, 1.826, -0.143], [0.775, -1.177, -1.645], [0.026, 0.009, 0.510], [5.037, -0.488, 2.915], [-1.373, -2.252, 6.166], [-0.545, -0.461, -1.434], [-0.117, 1.813, -1.559], [-0.877, 0.468, -0.045], [-2.586, -0.729, -8.039], [-0.325, 2.135, 1.138], [0.797, -0.055, 1.442], [-0.045, -0.662, -0.482], [0.947, -1.109, 3.403], [-0.964, -2.770, 5.636], [-1.611, 0.073, -1.316], [0.109, 1.398, -2.501], [0.040, 1.019, 0.313], [1.740, 4.131, -7.311], [-1.168, 0.753, 0.656], [0.024, -3.349, 1.367], [-0.031, -0.386, -0.339], [-5.729, 0.649, -0.173], [-0.427, 4.080, 4.144], [0.835, 0.196, -0.484], [-0.485, -2.689, 0.643], [-0.427, 0.274, 0.745], [5.555, -1.268, -4.584], [-0.060, -0.700, 1.222], [0.618, 0.303, 1.477], [0.807, -1.123, -2.364]],
  "nbo_charge": [2.30, -1.11, 2.40, -0.90, -0.91, -0.53, 2.32, -0.83, -0.88, -0.53, -1.06, 2.31, -0.84, -0.90, -0.48, 2.41, -0.85, -0.91, -0.54, -0.81, 2.26, -0.84, -0.90, -0.50, 2.30, -0.84, -0.86, -0.53, -1.18, 2.40, -0.85, -0.91, -0.50, 2.42, -0.88, -0.88, -0.55, -0.99, 2.30, -0.85, -0.84, -0.51, 2.32, -0.83, -0.84, -0.57],
  "relative_energy_kcal_mol": 485.08,
  "total_charge": -2,
  "energy_ha": -6796.85936,
  "spin_multiplicity": 1,
  "max_force_ev_per_a": 8.58,
  "homo_lumo_gap_ev": 1.964
}

***

Question: Which formula does entry 1 have?
Answer: CuFI2